[1]
Here is C8H11NOS in the gas phase at a distorted geometry from OMol25. Energies are from the ωB97M-V functional and the def2-TZVPD basis.

XYZ file:
```
22
C8H11NOS (the ωB97M-V functional and the def2-TZVPD basis)
C 2.70968 1.98299 0.75153
O 1.40779 1.70579 0.22101
C 1.23748 0.42247 -0.07664
C 2.30493 -0.38223 -0.73045
S 0.70452 -0.67794 1.45311
C -0.10702 -0.16262 -0.08586
C -1.50592 0.37629 -0.04414
C -2.58737 -0.38893 -0.13013
C -2.70633 -1.86771 -0.21787
C -3.87327 0.23839 0.00408
N -4.87949 0.68461 0.27738
H 3.64017 2.02247 -0.06379
H 3.09134 1.10246 1.42032
H 2.60600 2.83605 1.41573
H 2.26979 -0.04556 -1.84862
H 2.16897 -1.35150 -0.62942
H 3.28865 -0.22818 -0.42649
H -0.13432 -1.01879 -0.69005
H -1.59412 1.47089 0.31027
H -3.52708 -2.22446 0.33942
H -1.73430 -2.28916 0.05626
H -2.78014 -2.20532 -1.30567
```

Its HOMO energy is -8.8 eV. The spin multiplicity is 1. The SMILES is CO[C@@]1(C)S[C@H]1/C=C(\C)C#N. Its molar mass is 169.25 g/mol. The orbital gap is 9.114 eV.

[2]
Here is a molecular structure, C61H45N11O3RuS2 at a distorted geometry from OMol25. Energies are from the ωB97M-V functional and the def2-TZVPD basis.

XYZ file:
```
123
C61H45N11O3RuS2 (the ωB97M-V functional and the def2-TZVPD basis)
Ru -0.06044 0.08928 -0.35893
O 0.41913 -0.49553 1.49165
C 0.82698 -1.75076 1.90615
C 0.30323 -2.88925 1.00386
C 0.66624 -2.90492 -0.45011
C 0.97113 -4.13135 -1.03176
C 1.25012 -4.20119 -2.38030
C 1.20758 -3.03677 -3.11785
C 0.87730 -1.83518 -2.50329
C 0.82079 -0.57915 -3.31778
C -0.53685 0.17289 -3.33670
O -0.79525 0.73863 -2.10697
C -1.73799 -0.67410 -3.77668
C -3.00562 -0.18726 -3.45216
C -4.14737 -0.85838 -3.84879
C -4.05108 -2.04165 -4.57468
C -2.80009 -2.53031 -4.90925
C -1.65278 -1.84261 -4.52091
C -0.37935 1.30628 -4.37194
C -0.28235 1.04921 -5.73659
C -0.13364 2.08669 -6.64424
C -0.07907 3.40011 -6.19488
C -0.17483 3.66044 -4.83609
C -0.32631 2.62072 -3.92602
N 0.62354 -1.77473 -1.17732
C 2.35325 -1.72838 2.03991
C 2.89857 -0.70009 2.80992
C 4.26575 -0.57341 2.96287
C 5.12542 -1.47654 2.34280
C 4.59723 -2.49596 1.57230
C 3.21700 -2.62059 1.42444
C 0.18220 -2.05564 3.27320
C 0.76106 -2.91072 4.20516
C 0.11021 -3.20490 5.39664
C -1.13137 -2.64956 5.67009
C -1.71497 -1.80037 4.74015
C -1.06105 -1.50811 3.55291
H -0.78607 -2.82339 1.06999
H 0.58517 -3.85189 1.43492
H 0.98819 -5.01564 -0.40900
H 1.49303 -5.14651 -2.84921
H 1.43370 -3.03794 -4.17540
H 1.17008 -0.79480 -4.32853
H 1.50708 0.14704 -2.87510
H -3.06360 0.72522 -2.87168
H -5.12203 -0.46193 -3.58946
H -4.94456 -2.57283 -4.87848
H -2.70897 -3.44706 -5.47978
H -0.68614 -2.23639 -4.80596
H -0.33748 0.02872 -6.10080
H -0.06577 1.87061 -7.70388
H 0.03716 4.21276 -6.90157
H -0.12970 4.68088 -4.47510
H -0.40385 2.80434 -2.86131
H 2.22674 0.01506 3.26824
H 4.66779 0.23554 3.56034
H 6.19762 -1.37718 2.45772
H 5.25477 -3.20030 1.07681
H 2.83398 -3.42650 0.81162
H 1.73451 -3.34311 4.00293
H 0.57974 -3.86396 6.11688
H -1.63542 -2.86872 6.60421
H -2.67954 -1.35517 4.94339
H -1.48930 -0.82694 2.83089
C -5.43024 -1.43764 1.08330
N -4.10920 -1.32368 0.44741
C -3.05589 -0.50939 0.64990
N -2.03466 -0.93416 -0.10197
C -2.55014 -1.98773 -0.77908
N -3.78307 -2.26908 -0.46809
C -5.37963 -2.24256 2.37552
C -5.68692 -3.59825 2.32027
C -5.60717 -4.39654 3.44926
C -5.21251 -3.85851 4.65518
C -4.90920 -2.50202 4.74002
C -4.99933 -1.68384 3.60170
C -4.47546 -1.97033 6.03820
N -4.46215 -2.56184 7.18626
N -3.89173 -1.66631 8.08492
C -3.64203 -0.59917 7.41806
O -3.99820 -0.71109 6.10850
C -3.00487 0.64373 7.82683
C -2.74915 0.93726 9.16215
C -2.11556 2.13705 9.46803
C -1.78564 3.03596 8.45891
C -2.09792 2.75063 7.13515
C -1.84552 3.75750 6.04091
N -2.23308 3.25067 4.75464
C -3.48441 3.02626 4.32080
N -3.47398 2.42499 3.16336
C -2.14544 2.30311 2.90927
N -1.35555 2.78448 3.84847
C -2.67999 1.53961 6.83849
H -6.03733 -1.96577 0.35095
H -5.85013 -0.44415 1.23463
H -3.02873 0.32757 1.33327
H -1.99816 -2.56333 -1.50368
H -5.96121 -4.03609 1.36803
H -5.83633 -5.45162 3.38037
H -5.12832 -4.47060 5.54229
H -4.73301 -0.63439 3.66797
H -3.01866 0.22551 9.93048
H -1.89171 2.37938 10.49873
H -1.30800 3.97702 8.70771
H -0.79406 4.03522 6.00624
H -2.42218 4.66629 6.22654
H -4.35719 3.31851 4.88449
H -1.76882 1.86446 2.01387
H -2.88477 1.26910 5.81418
S 2.03750 0.98535 -0.49807
C 1.98200 2.52082 0.32701
C 3.17139 3.17453 0.63081
C 3.17551 4.39821 1.29110
C 4.42054 5.04888 1.57326
N 5.42150 5.57395 1.79000
C 1.95170 4.97686 1.66444
C 0.76401 4.32575 1.36279
C 0.74894 3.10067 0.69097
S -0.74520 2.34232 0.25567
C 1.90690 6.22403 2.37259
N 1.85209 7.21657 2.95213
H 4.11268 2.72020 0.34819
H -0.17757 4.77318 1.65409
```

Its HOMO energy (alpha / beta) is -4.2 / -4.3 eV. The spin multiplicity is 2. As for the expectation value of S²: 0.756. Its total charge is -1. Its molar mass is 1145.31 g/mol. The orbital gap (alpha / beta) is 5.646 / 5.734 eV.

[3]
Here is a molecular structure, C23H50MgN3O2P2 at a distorted geometry from OMol25. Energies are from the ωB97M-V functional and the def2-TZVPD basis.

XYZ file:
```
81
C23H50MgN3O2P2 (the ωB97M-V functional and the def2-TZVPD basis)
Mg -0.08345 0.10880 -0.49975
P -0.25567 -2.33416 -1.51215
P -0.21574 2.58730 -1.18528
N 1.45327 0.16749 -1.97165
C 1.41396 -2.34062 -2.33447
H 2.03549 -3.14125 -1.89751
H 1.27686 -2.59858 -3.39789
C 2.20659 -1.02900 -2.25248
H 2.99620 -1.12530 -1.47574
H 2.79928 -0.92166 -3.18081
C 2.22963 1.34967 -2.06054
H 2.85212 1.37032 -2.97282
H 2.99202 1.33889 -1.25332
C 1.45002 2.68459 -1.99072
H 1.32761 3.07233 -3.01766
H 2.07675 3.41100 -1.44645
C -0.00512 3.48266 0.42960
C -1.15258 3.11411 1.39171
H -1.17671 3.85632 2.20327
H -1.00170 2.11468 1.83292
H -2.12792 3.13026 0.88793
C -1.38148 3.50313 -2.27085
C -2.76841 3.65133 -1.63537
H -3.45766 4.01138 -2.41150
H -2.76980 4.39344 -0.82418
H -3.15918 2.69603 -1.26325
C -1.42331 -3.13198 -2.68717
C -2.80165 -3.36319 -2.06166
H -3.50722 -3.60602 -2.86682
H -3.17713 -2.47044 -1.54854
H -2.79616 -4.20965 -1.36263
C -0.05981 -3.41424 -0.01392
C -1.22730 -3.22423 0.96585
H -0.92857 -3.63941 1.93968
H -2.12128 -3.77002 0.63303
H -1.49805 -2.16815 1.11770
C -2.32463 0.14064 -0.33775
C -0.86193 4.83834 -2.80625
H -0.79823 5.60318 -2.02565
H 0.11501 4.75326 -3.29125
H -1.57137 5.20392 -3.55945
C -0.90078 -4.38936 -3.38300
H -1.61136 -4.66950 -4.17112
H 0.07300 -4.24263 -3.85857
H -0.82639 -5.24127 -2.70088
C 0.19813 -4.89443 -0.29912
H 0.53126 -5.37395 0.63570
H -0.71981 -5.41242 -0.61017
H 0.98191 -5.05639 -1.05274
C 0.21022 4.98858 0.30993
H -0.71936 5.51324 0.06453
H 0.54207 5.36631 1.28693
H 0.98584 5.25813 -0.41839
H 0.93113 3.04558 0.82093
H 0.85139 -3.01030 0.46567
H -1.47556 2.80944 -3.12581
H -1.53223 -2.34895 -3.45845
O -3.47669 0.08685 -0.24891
H 0.14967 0.19883 -2.40044
H -0.78483 0.18439 -2.21452
C 2.47209 -2.00414 2.25712
N 1.55747 -1.17603 3.02697
C 1.47197 -1.51775 4.43887
C 0.56803 -0.58107 5.19142
C -0.39954 0.21719 4.33150
N 0.27704 0.82298 3.15549
C 1.17492 1.94737 3.52651
C 0.94061 -0.15984 2.41229
O 0.93573 -0.12878 1.13571
H 3.44075 -2.05478 2.77874
H 2.62167 -1.56675 1.26616
H 2.07907 -3.03039 2.14146
H 1.08821 -2.54565 4.50929
H 2.49788 -1.48809 4.82751
H 1.18878 0.10229 5.77542
H -0.02847 -1.15873 5.89890
H -0.84765 1.05316 4.88839
H -1.21143 -0.42580 3.94781
H 0.94952 2.29872 4.53559
H 0.99384 2.78592 2.85357
H 2.24905 1.70289 3.47353
```

Its HOMO energy is -9.4 eV. The spin multiplicity is 1. Its total charge is +1. Its molar mass is 486.93 g/mol. The orbital gap is 7.373 eV.

[4]
Here is C24H34N2O2 in the gas phase from OMol25. Energies are from the ωB97M-V functional and the def2-TZVPD basis.

XYZ file:
```
62
C24H34N2O2 (the ωB97M-V functional and the def2-TZVPD basis)
C -2.64402 0.05749 1.67330
N -1.57505 0.57729 2.49171
C -1.43855 2.02757 2.51298
C -1.16990 2.54998 1.12472
C 0.03018 2.24141 0.49470
C 0.27608 2.64457 -0.80490
C -0.67531 3.39043 -1.48198
C -1.86679 3.72040 -0.85874
C -2.11825 3.29192 0.43421
C -0.66752 -0.18821 3.14674
O 0.16369 0.29738 3.89138
C -0.77223 -1.69153 2.91719
C 0.54903 -2.41141 3.20276
C 1.58910 -2.33997 2.07459
C 1.96032 -0.90122 1.72389
C 3.01474 -0.87259 0.62334
N 2.48297 -1.52075 -0.56300
C 2.24761 -0.76318 -1.65992
O 2.56477 0.41351 -1.69045
C 1.56187 -1.37895 -2.87450
C 0.15653 -0.83778 -2.94450
C -0.19700 0.09271 -3.81961
C -1.56752 0.68918 -3.91326
C -2.40697 0.38215 -2.67712
C -2.25387 -1.08878 -2.31209
C -0.80666 -1.36713 -1.91774
C 2.17758 -2.90992 -0.31627
C 1.13595 -3.05795 0.79975
H -3.38483 0.84294 1.53347
H -3.13060 -0.78888 2.15815
H -2.29222 -0.24802 0.68280
H -0.60198 2.24931 3.18045
H -2.35137 2.47272 2.92395
H 0.78195 1.68697 1.03512
H 1.20068 2.36416 -1.28592
H -0.48541 3.71718 -2.49351
H -2.60914 4.30519 -1.38281
H -3.05511 3.54599 0.91166
H -1.10997 -1.90088 1.90445
H -1.53289 -2.06691 3.60785
H 0.98310 -1.96378 4.09881
H 0.34034 -3.46307 3.41299
H 2.49149 -2.84538 2.44148
H 2.31882 -0.37631 2.60894
H 1.07340 -0.38276 1.35818
H 3.27429 0.15219 0.35527
H 3.91989 -1.40034 0.94403
H 1.55613 -2.46723 -2.86075
H 2.12077 -1.04131 -3.74862
H 0.52196 0.45649 -4.54049
H -2.06200 0.29187 -4.80728
H -1.48248 1.76969 -4.04833
H -2.06293 0.99918 -1.84456
H -3.45506 0.62298 -2.86611
H -2.51842 -1.70483 -3.17437
H -2.92607 -1.35451 -1.49201
H -0.58654 -0.88078 -0.95987
H -0.65730 -2.44329 -1.78962
H 1.81844 -3.40092 -1.21939
H 3.10633 -3.40914 -0.00865
H 0.97808 -4.11987 0.99978
H 0.19411 -2.63578 0.45031
```

Its HOMO energy is -8.9 eV. The spin multiplicity is 1. The SMILES is CN(Cc1ccccc1)C(=O)CCC1CCN(C(=O)CC2=CCCCC2)CC1. Its molar mass is 382.55 g/mol. The orbital gap is 9.563 eV.

Copy entry 4 word for word.
Here is C24H34N2O2 in the gas phase from OMol25. Energies are from the ωB97M-V functional and the def2-TZVPD basis.

XYZ file:
```
62
C24H34N2O2 (the ωB97M-V functional and the def2-TZVPD basis)
C -2.64402 0.05749 1.67330
N -1.57505 0.57729 2.49171
C -1.43855 2.02757 2.51298
C -1.16990 2.54998 1.12472
C 0.03018 2.24141 0.49470
C 0.27608 2.64457 -0.80490
C -0.67531 3.39043 -1.48198
C -1.86679 3.72040 -0.85874
C -2.11825 3.29192 0.43421
C -0.66752 -0.18821 3.14674
O 0.16369 0.29738 3.89138
C -0.77223 -1.69153 2.91719
C 0.54903 -2.41141 3.20276
C 1.58910 -2.33997 2.07459
C 1.96032 -0.90122 1.72389
C 3.01474 -0.87259 0.62334
N 2.48297 -1.52075 -0.56300
C 2.24761 -0.76318 -1.65992
O 2.56477 0.41351 -1.69045
C 1.56187 -1.37895 -2.87450
C 0.15653 -0.83778 -2.94450
C -0.19700 0.09271 -3.81961
C -1.56752 0.68918 -3.91326
C -2.40697 0.38215 -2.67712
C -2.25387 -1.08878 -2.31209
C -0.80666 -1.36713 -1.91774
C 2.17758 -2.90992 -0.31627
C 1.13595 -3.05795 0.79975
H -3.38483 0.84294 1.53347
H -3.13060 -0.78888 2.15815
H -2.29222 -0.24802 0.68280
H -0.60198 2.24931 3.18045
H -2.35137 2.47272 2.92395
H 0.78195 1.68697 1.03512
H 1.20068 2.36416 -1.28592
H -0.48541 3.71718 -2.49351
H -2.60914 4.30519 -1.38281
H -3.05511 3.54599 0.91166
H -1.10997 -1.90088 1.90445
H -1.53289 -2.06691 3.60785
H 0.98310 -1.96378 4.09881
H 0.34034 -3.46307 3.41299
H 2.49149 -2.84538 2.44148
H 2.31882 -0.37631 2.60894
H 1.07340 -0.38276 1.35818
H 3.27429 0.15219 0.35527
H 3.91989 -1.40034 0.94403
H 1.55613 -2.46723 -2.86075
H 2.12077 -1.04131 -3.74862
H 0.52196 0.45649 -4.54049
H -2.06200 0.29187 -4.80728
H -1.48248 1.76969 -4.04833
H -2.06293 0.99918 -1.84456
H -3.45506 0.62298 -2.86611
H -2.51842 -1.70483 -3.17437
H -2.92607 -1.35451 -1.49201
H -0.58654 -0.88078 -0.95987
H -0.65730 -2.44329 -1.78962
H 1.81844 -3.40092 -1.21939
H 3.10633 -3.40914 -0.00865
H 0.97808 -4.11987 0.99978
H 0.19411 -2.63578 0.45031
```

Its HOMO energy is -8.9 eV. The spin multiplicity is 1. The SMILES is CN(Cc1ccccc1)C(=O)CCC1CCN(C(=O)CC2=CCCCC2)CC1. Its molar mass is 382.55 g/mol. The orbital gap is 9.563 eV.